# 1
{"formula": "C43H42AlN11O2S", "method": "ωB97M-V with the def2-TZVPD basis set", "e_tot_ha": -3056.9924, "relative_energy_kj_mol": 0.0, "charge": 2, "lumo_energy_ha": -0.1921, "species": ["Al", "C", "C", "C", "C", "C", "C", "C", "S", "O", "O", "N", "C", "C", "C", "C", "C", "C", "C", "C", "N", "C", "H", "H", "H", "H", "H", "H", "H", "H", "H", "H", "H", "H", "H", "C", "N", "C", "C", "N", "N", "C", "C", "H", "H", "H", "H", "H", "H", "H", "H", "H", "H", "H", "H", "H", "N", "C", "C", "C", "C", "C", "C", "C", "N", "C", "C", "N", "C", "H", "H", "H", "H", "H", "H", "H", "N", "C", "C", "C", "C", "C", "C", "N", "C", "C", "C", "C", "N", "C", "C", "H", "H", "H", "H", "H", "H", "H", "H", "H"], "positions_angstrom": [[-0.171, 0.047, 0.022], [-6.387, 1.388, -4.680], [-5.023, 1.072, -4.134], [-4.044, 0.494, -4.937], [-2.779, 0.219, -4.442], [-2.501, 0.517, -3.115], [-3.457, 1.106, -2.290], [-4.708, 1.377, -2.805], [-0.898, 0.195, -2.507], [-0.936, -0.943, -1.504], [-0.032, -0.015, -3.623], [-0.485, 1.267, -1.435], [-0.197, 2.616, -1.392], [-0.307, 3.577, -2.357], [0.040, 4.915, -2.051], [0.484, 5.278, -0.813], [0.609, 4.301, 0.206], [1.063, 4.572, 1.514], [1.153, 3.560, 2.433], [0.797, 2.260, 2.051], [0.371, 1.959, 0.836], [0.269, 2.970, -0.089], [-6.503, 1.031, -5.701], [-6.559, 2.466, -4.676], [-7.166, 0.933, -4.066], [-4.272, 0.263, -5.970], [-2.016, -0.220, -5.070], [-3.198, 1.369, -1.274], [-5.457, 1.849, -2.177], [-0.647, 3.315, -3.351], [-0.048, 5.665, -2.826], [0.749, 6.305, -0.597], [1.341, 5.585, 1.783], [1.500, 3.744, 3.439], [0.876, 1.439, 2.755], [-3.834, 2.243, 1.443], [-4.160, 0.830, 1.303], [-5.336, 0.401, 2.061], [-3.225, -0.056, 0.866], [-1.943, 0.281, 0.864], [-3.660, -1.256, 0.433], [-4.947, -1.416, -0.245], [-2.799, -2.427, 0.319], [-4.755, 2.819, 1.370], [-3.169, 2.571, 0.645], [-3.374, 2.468, 2.412], [-5.319, 0.877, 3.043], [-5.328, -0.675, 2.201], [-6.261, 0.687, 1.559], [-1.817, 1.115, 1.429], [-5.428, -0.455, -0.390], [-5.611, -2.075, 0.315], [-4.767, -1.858, -1.226], [-2.499, -2.596, -0.713], [-3.353, -3.295, 0.675], [-1.907, -2.312, 0.927], [-1.895, -3.684, 9.858], [-1.503, -3.382, 8.822], [-1.021, -3.004, 7.518], [-1.835, -2.261, 6.668], [-1.379, -1.893, 5.417], [-0.106, -2.267, 5.009], [0.709, -3.008, 5.850], [0.253, -3.375, 7.104], [0.375, -1.888, 3.704], [1.621, -2.157, 3.174], [1.638, -1.618, 1.935], [0.413, -1.013, 1.678], [-0.311, -1.206, 2.776], [-2.825, -1.973, 6.993], [-2.032, -1.315, 4.778], [1.701, -3.312, 5.548], [0.887, -3.953, 7.762], [2.385, -2.703, 3.695], [2.439, -1.647, 1.221], [-1.318, -0.862, 2.909], [5.996, -1.984, -3.159], [7.342, -1.817, -3.403], [8.247, -2.515, -4.204], [9.543, -2.053, -4.202], [9.935, -0.936, -3.432], [9.039, -0.254, -2.647], [7.713, -0.706, -2.635], [6.622, -0.215, -1.951], [5.628, -0.994, -2.287], [4.280, -0.808, -1.765], [4.025, 0.285, -0.930], [2.764, 0.475, -0.432], [1.724, -0.348, -0.699], [1.972, -1.395, -1.503], [3.214, -1.656, -2.042], [5.407, -2.688, -3.568], [7.951, -3.371, -4.797], [10.284, -2.558, -4.806], [10.968, -0.616, -3.468], [9.332, 0.603, -2.056], [4.829, 0.968, -0.694], [2.561, 1.319, 0.211], [1.137, -2.044, -1.720], [3.322, -2.523, -2.679]]}

=====

# 2
{"formula": "C52H106Br2N2O17S", "method": "ωB97M-V with the def2-TZVPD basis set", "e_tot_ha": -8979.4557, "lumo_energy_ha": -0.0198, "species": ["C", "O", "C", "C", "C", "C", "C", "O", "N", "O", "C", "C", "Br", "C", "C", "Br", "C", "C", "C", "C", "O", "N", "C", "C", "C", "C", "C", "C", "O", "S", "O", "O", "C", "C", "C", "C", "C", "C", "O", "C", "C", "O", "H", "H", "H", "H", "H", "H", "H", "H", "H", "H", "H", "H", "H", "H", "H", "H", "H", "H", "H", "H", "H", "H", "H", "H", "H", "H", "H", "H", "H", "H", "H", "H", "H", "H", "H", "H", "H", "H", "H", "H", "H", "H", "C", "C", "C", "O", "H", "H", "H", "H", "H", "H", "H", "H", "C", "C", "C", "O", "H", "H", "H", "H", "H", "H", "H", "H", "C", "C", "C", "O", "H", "H", "H", "H", "H", "H", "H", "H", "C", "C", "C", "O", "H", "H", "H", "H", "H", "H", "H", "H", "C", "C", "C", "O", "H", "H", "H", "H", "H", "H", "H", "H", "C", "C", "C", "O", "H", "H", "H", "H", "H", "H", "H", "H", "C", "C", "C", "O", "H", "H", "H", "H", "H", "H", "H", "H", "C", "C", "C", "O", "H", "H", "H", "H", "H", "H", "H", "H"], "positions_angstrom": [[-0.579, 7.319, -1.424], [-0.875, 6.414, -2.514], [0.282, 5.613, -2.800], [0.045, 4.150, -2.229], [1.168, 3.894, -1.110], [0.806, 2.534, -0.431], [1.662, 2.016, 0.768], [2.133, 3.063, 1.669], [1.224, 4.038, 1.932], [1.681, 4.743, 2.768], [0.902, 0.841, 1.589], [-0.250, 1.384, 2.487], [-1.823, 0.359, 3.001], [0.401, 1.783, 3.914], [0.475, 0.461, 4.818], [-0.694, 3.133, 4.850], [0.755, -0.344, 0.594], [-0.495, -1.258, 0.523], [-1.646, -0.479, -0.262], [-3.088, -0.910, 0.139], [-3.346, -2.088, 0.083], [-4.157, 0.006, 0.529], [-4.623, 0.773, -0.631], [-5.830, 0.414, -1.361], [-6.248, 1.179, -2.546], [-5.407, 2.303, -2.950], [-4.219, 2.715, -2.219], [-3.820, 1.945, -1.043], [1.889, -1.270, 0.868], [3.118, -0.462, 0.088], [3.210, -0.833, -1.332], [4.346, -0.970, 0.713], [3.083, 1.350, 0.367], [3.787, 2.006, -0.877], [4.477, 3.394, -0.530], [5.808, 3.240, 0.290], [6.280, 4.717, 0.676], [5.471, 5.301, 1.896], [5.616, 4.408, 3.019], [5.272, 5.010, 4.218], [4.433, 4.143, 5.218], [5.596, 6.117, 4.555], [-1.546, 7.813, -1.157], [0.201, 8.061, -1.760], [-0.163, 6.765, -0.534], [0.493, 5.526, -3.896], [1.226, 6.005, -2.325], [0.287, 3.447, -3.078], [-0.989, 3.967, -1.852], [2.130, 3.931, -1.672], [1.127, 4.799, -0.454], [-0.251, 2.649, -0.042], [0.700, 1.799, -1.280], [1.724, 0.554, 2.316], [-0.640, 2.339, 2.029], [1.459, 2.116, 3.826], [-0.381, 0.368, 5.523], [0.682, -0.457, 4.212], [1.391, 0.604, 5.466], [0.953, -0.097, -0.496], [-0.830, -1.745, 1.466], [-0.224, -2.115, -0.162], [-1.477, 0.614, -0.061], [-1.425, -0.629, -1.354], [-3.844, 0.697, 1.215], [-6.419, -0.461, -0.989], [-7.159, 0.870, -3.112], [-5.686, 2.883, -3.866], [-3.613, 3.597, -2.533], [-2.905, 2.184, -0.444], [3.801, 1.516, 1.222], [3.144, 2.064, -1.795], [4.639, 1.322, -1.162], [3.784, 4.048, 0.056], [4.727, 3.892, -1.504], [6.627, 2.842, -0.369], [5.701, 2.612, 1.218], [7.388, 4.805, 0.788], [5.995, 5.366, -0.205], [4.385, 5.365, 1.590], [5.796, 6.350, 2.100], [4.386, 3.075, 4.880], [3.408, 4.554, 5.398], [4.979, 4.189, 6.197], [1.585, 3.869, -7.114], [2.604, 4.218, -6.041], [3.821, 3.312, -6.119], [2.000, 4.092, -4.751], [1.228, 2.842, -6.992], [0.710, 4.521, -7.039], [2.013, 3.973, -8.113], [2.913, 5.260, -6.154], [3.539, 2.265, -5.963], [4.538, 3.566, -5.336], [4.316, 3.398, -7.088], [1.724, 3.174, -4.642], [-2.556, -5.398, -0.406], [-1.459, -6.183, 0.296], [-0.239, -5.312, 0.558], [-1.082, -7.300, -0.510], [-2.212, -5.030, -1.377], [-3.421, -6.037, -0.598], [-2.878, -4.546, 0.195], [-1.837, -6.579, 1.240], [0.183, -4.941, -0.381], [0.545, -5.890, 1.052], [-0.493, -4.457, 1.188], [-0.745, -6.962, -1.349], [-2.194, -10.000, -2.181], [-1.225, -10.410, -3.278], [-0.297, -11.520, -2.809], [-0.450, -9.279, -3.676], [-1.658, -9.618, -1.309], [-2.848, -9.195, -2.526], [-2.814, -10.843, -1.867], [-1.783, -10.745, -4.155], [0.306, -11.189, -1.958], [0.401, -11.796, -3.603], [-0.860, -12.408, -2.514], [0.047, -8.977, -2.906], [4.328, 7.229, -2.026], [5.129, 6.680, -3.198], [5.174, 7.673, -4.349], [4.542, 5.459, -3.645], [3.292, 7.424, -2.321], [4.294, 6.502, -1.211], [4.764, 8.156, -1.649], [6.146, 6.449, -2.872], [4.166, 7.884, -4.720], [5.742, 7.263, -5.186], [5.635, 8.614, -4.041], [3.640, 5.650, -3.937], [-6.525, -8.348, -2.325], [-6.235, -9.153, -3.583], [-5.591, -8.289, -4.657], [-7.450, -9.707, -4.084], [-7.222, -7.532, -2.538], [-6.996, -8.979, -1.568], [-5.609, -7.925, -1.907], [-5.574, -9.988, -3.340], [-6.255, -7.470, -4.949], [-5.398, -8.876, -5.557], [-4.647, -7.864, -4.308], [-8.041, -8.976, -4.302], [-4.626, -0.687, 8.138], [-3.721, -0.047, 7.099], [-4.491, 0.921, 6.214], [-3.131, -1.064, 6.288], [-5.426, -1.261, 7.658], [-4.063, -1.387, 8.759], [-5.078, 0.066, 8.786], [-2.905, 0.481, 7.598], [-5.286, 0.402, 5.669], [-3.830, 1.366, 5.466], [-4.940, 1.723, 6.804], [-3.843, -1.538, 5.841], [-5.616, -1.505, 13.085], [-4.625, -1.890, 11.997], [-3.691, -2.995, 12.466], [-3.860, -0.746, 11.623], [-5.094, -1.128, 13.970], [-6.273, -0.704, 12.739], [-6.231, -2.358, 13.380], [-5.167, -2.220, 11.108], [-3.105, -2.668, 13.330], [-2.979, -3.254, 11.679], [-4.248, -3.893, 12.743], [-3.376, -0.444, 12.402], [5.608, -1.756, -7.387], [4.441, -0.892, -6.933], [3.290, -1.742, -6.419], [3.990, -0.091, -8.025], [5.307, -2.416, -8.207], [6.422, -1.133, -7.764], [5.988, -2.369, -6.568], [4.774, -0.210, -6.148], [2.911, -2.401, -7.206], [2.456, -1.109, -6.107], [3.599, -2.355, -5.570], [3.693, -0.685, -8.726]]}